Here is C29H51AgN3O5P as an isolated structure from the Open Molecules 2025 dataset. Energies are from ωB97M-V/def2-TZVPD.

Geometry as XYZ:
```
90
C29H51AgN3O5P (ωB97M-V/def2-TZVPD)
Ag -0.95 -1.00 1.22
P -0.53 -3.22 0.55
O -0.59 1.40 0.33
O -2.84 0.24 1.26
O 2.36 1.88 -1.56
O 1.73 0.09 -0.37
O -3.42 2.11 2.36
N 1.55 0.76 2.61
N 0.69 1.48 4.66
N -0.45 -0.10 3.32
C 1.55 1.23 -0.70
C 2.85 1.33 2.90
C -2.13 -4.12 0.29
C 0.04 -2.60 -2.10
C 0.49 -3.51 -0.95
C 2.75 -2.89 -1.96
C 2.13 -3.59 -3.17
C -1.04 0.09 5.70
C 0.71 -3.05 -3.41
C -0.27 1.40 5.75
C 2.63 2.63 3.65
C 0.69 -5.62 1.63
C -1.49 2.22 1.07
C 1.38 -5.56 4.04
C 1.85 2.32 4.91
C 1.71 -6.12 2.66
C -2.56 -5.32 -1.91
C 1.57 -4.04 4.06
C 0.24 -4.18 1.94
C -2.07 -5.47 -0.47
C 1.35 -3.41 2.68
C -4.40 -4.00 -0.75
C 0.46 2.14 -0.20
C 1.98 -3.24 -0.67
C -4.03 -4.89 -1.95
C -3.20 -3.18 -0.30
C 0.55 0.68 3.56
C -1.55 -0.11 4.28
C -2.70 1.45 1.61
H 2.07 3.32 3.02
H -1.86 3.03 0.44
H -0.18 -6.28 1.62
H -2.28 0.67 4.03
H 2.43 -4.11 -0.20
H 3.36 1.50 1.95
H 2.50 1.83 5.65
H -5.23 -3.34 -1.01
H -0.37 -0.74 5.97
H -2.71 -6.19 0.04
H -1.86 0.11 6.41
H -1.94 -4.58 -2.42
H 1.08 -2.36 2.78
H 1.13 -5.68 0.63
H 2.00 -6.03 4.81
H -3.47 -2.43 0.44
H -4.23 -4.36 -2.88
H 0.29 1.48 6.69
H 0.87 -3.59 4.78
H -2.43 -4.34 1.32
H -4.67 -5.78 -1.96
H 2.09 -4.66 -2.98
H 0.37 -4.55 -1.26
H 0.35 -5.82 4.29
H -2.42 -6.26 -2.45
H -0.60 -4.23 2.64
H -1.07 -5.90 -0.45
H 0.93 2.79 0.56
H -4.74 -4.61 0.08
H -0.96 2.25 5.70
H 2.74 -3.45 -4.06
H -2.07 -1.06 4.18
H 1.71 -7.22 2.67
H -1.04 -2.60 -2.22
H 3.07 1.26 -1.80
H 0.74 -2.20 -4.10
H 0.13 2.79 -1.02
H 2.27 -3.46 2.10
H 2.72 -5.81 2.38
H 2.08 -2.41 0.03
H -0.95 2.66 1.92
H 0.32 -1.57 -1.85
H 1.49 3.25 5.37
H 3.48 0.65 3.49
H 3.58 3.09 3.91
H 2.57 -3.79 4.41
H 1.45 0.11 1.85
H -2.80 -2.62 -1.15
H 2.72 -1.81 -2.12
H 0.10 -3.82 -3.89
H 3.80 -3.17 -1.85
```

Values from the calculation:
net charge	0
E_LUMO	0.0114	hartree
HOMO energy	-7.990	eV
energy relative to the best compared isomer or geometry (same formula, charge and spin)	4.12	kcal/mol
total energy	-58899.0983	eV